Record 1
A molecular structure, C46H36N6O2PS2Zr, computed with ωB97M-V with the def2-TZVPD basis set.

Atoms and positions in Å:
Zr (-0.7837, 0.2530, 0.6469)
S (-1.2993, -2.1931, -4.0899)
S (-0.2274, -0.2272, -2.1581)
P (1.8764, -1.2766, 0.0579)
O (-2.0261, -1.8569, -0.0907)
O (-0.4769, -1.7532, 1.4366)
N (-2.3397, 1.4683, -0.3047)
N (-2.8247, -0.8384, -2.5653)
N (-0.4454, 0.3213, 3.0227)
N (-2.7155, 0.2348, 1.9358)
N (3.7327, 6.4435, 0.2377)
N (-2.7492, -0.2501, 3.0836)
C (-6.2559, 0.6175, 0.9864)
C (1.5210, 4.0715, 1.5186)
C (-1.8903, 3.7032, -3.2728)
C (0.7391, 0.3286, 3.6214)
C (0.6800, 1.9981, 0.5265)
C (-5.1631, 0.1832, 1.7057)
C (3.4786, -0.5147, 2.2059)
C (0.7423, 2.9238, 1.5814)
C (2.1325, -3.8915, -0.9784)
C (-0.0756, -3.2937, -0.2807)
C (0.9580, -0.2625, 4.8619)
C (-1.5645, 4.8949, -2.6425)
C (-1.3448, -0.8954, 4.9002)
C (2.8317, -2.8235, 2.2064)
C (3.0996, -0.8741, -1.2399)
C (3.5255, -3.0129, 3.3928)
C (4.8155, -0.0410, -3.2895)
C (-3.6538, 1.2518, 0.0671)
C (-0.9665, -2.3122, 0.3836)
C (-4.7896, 1.7135, -0.6207)
C (-1.5454, -1.0081, -2.8442)
C (4.2206, -1.9641, 3.9734)
C (4.2092, -0.0777, -0.9634)
C (-1.4614, -0.2760, 3.6731)
C (-6.0517, 1.3904, -0.1613)
C (2.8594, -1.2359, -2.5671)
C (3.7102, -0.8250, -3.5795)
C (-0.0923, -0.8915, 5.5043)
C (1.4640, 2.2841, -0.6017)
C (4.1897, -0.7102, 3.3786)
C (0.3071, -5.4269, -1.3086)
C (-2.0945, 2.6069, -1.1375)
C (1.2777, -2.9512, -0.4133)
C (-3.0898, -2.3226, -4.3921)
C (2.2510, 3.4206, -0.6857)
C (-1.7883, 3.8132, -0.5101)
C (-1.5221, 4.9489, -1.2588)
C (-2.1580, 2.5648, -2.5275)
C (1.6549, -5.1223, -1.4094)
C (-3.8915, 0.5010, 1.2349)
C (-0.5650, -4.5032, -0.7502)
C (2.2793, 4.3181, 0.3783)
C (5.0612, 0.3296, -1.9778)
C (-3.7427, -1.8267, -3.1067)
C (2.8178, -1.5763, 1.5864)
C (3.0855, 5.4961, 0.3002)
H (2.3061, -3.6592, 1.7642)
H (-3.0630, -0.2797, -1.7592)
H (3.5026, -1.1200, -4.5995)
H (-0.0613, -6.3832, -1.6539)
H (4.7147, 0.1231, 3.8282)
H (1.5366, 0.8278, 3.0912)
H (-7.2584, 0.3813, 1.3118)
H (-3.8720, -2.6313, -2.3762)
H (0.1427, 2.7862, 2.4762)
H (5.9212, 0.9397, -1.7351)
H (4.7795, -2.1195, 4.8868)
H (-1.6196, -4.7244, -0.6534)
H (2.8422, 3.6158, -1.5702)
H (-1.7419, 3.8508, 0.5698)
H (-6.9098, 1.7563, -0.7107)
H (4.4357, 0.2319, 0.0451)
H (-2.4205, 1.6459, -3.0292)
H (-1.2794, 5.8774, -0.7583)
H (3.4245, 0.4876, 1.7937)
H (-3.3488, -3.3563, -4.6058)
H (3.1837, -3.6623, -1.0981)
H (5.4816, 0.2775, -4.0802)
H (1.9987, -1.8365, -2.8215)
H (-5.2701, -0.3874, 2.6172)
H (-3.3615, -1.7021, -5.2444)
H (-1.9342, 3.6576, -4.3529)
H (3.5343, -3.9926, 3.8519)
H (-4.6711, 2.3329, -1.4993)
H (-4.7090, -1.3645, -3.3044)
H (2.3431, -5.8406, -1.8344)
H (1.4720, 1.6160, -1.4540)
H (-1.3515, 5.7800, -3.2265)
H (-2.2103, -1.3543, 5.3524)
H (1.9475, -0.2278, 5.2908)
H (0.0513, -1.3652, 6.4656)
H (1.5388, 4.7732, 2.3419)

total charge	+1
ΔE to the lowest compared entry with this formula, charge and spin	0.000	eV
maximum force	1.26	eV Å⁻¹
E_LUMO	-0.1591	hartree
gap between HOMO and LUMO	6.06	eV

Here are the Mulliken charges for atoms 1 to 4, given in e: Zr -0.895; S -0.072; S -0.171; P 2.597

Record 2
A molecular structure, C46H37Br2N2OPdSSbSi, computed with ωB97M-V with the def2-TZVPD basis set.

Atoms and positions in Å:
Sb (1.6987, -0.3352, -2.1262)
Pd (0.8897, 0.4110, 0.4414)
Br (-4.5329, -0.4867, 1.8691)
Br (-2.5686, 0.5853, 6.9116)
S (3.2174, 0.1237, -0.1169)
Si (-0.1214, 2.3906, -0.2510)
O (-1.5475, -0.7604, 0.9227)
N (0.9029, 0.9083, 2.9619)
N (-0.5824, -0.8794, 3.0246)
C (0.5477, -2.1917, 4.7214)
C (0.9030, -5.0590, -0.8886)
C (0.8008, -3.4244, 5.3008)
C (-0.3237, -2.0908, 3.6311)
C (1.3593, -2.4007, -1.6341)
C (-0.6599, -4.4792, 3.7326)
C (-2.7886, 3.2495, 2.8493)
C (-2.6775, 3.2984, -3.4516)
C (-1.6817, 3.3514, -2.4846)
C (3.3252, -0.7164, -3.5456)
C (-0.2800, 2.0865, 5.1657)
C (-3.4864, 2.1738, -3.5514)
C (1.3812, 2.0566, 3.4306)
C (5.6871, -0.6325, -4.0663)
C (-2.0937, 0.3419, 5.0633)
C (-1.6855, -0.3309, -5.9036)
C (-2.2875, 1.1692, -1.7204)
C (0.8238, 2.6515, 4.5650)
C (-0.0188, -4.0736, -0.5625)
C (2.0561, -4.7155, -1.5815)
C (-2.3381, 4.4539, 3.3783)
C (0.2091, -2.7539, -0.9320)
C (-2.1346, 2.6800, 1.7669)
C (4.1464, -1.4983, -5.6868)
C (0.1760, -0.4358, -3.8027)
C (-1.4648, 2.2925, -1.5984)
C (-1.2352, 5.0775, 2.8110)
C (-0.1391, 0.3461, 3.5640)
C (-0.9781, 0.8069, -5.5387)
C (-0.5467, -1.5670, -4.1769)
C (3.0956, -1.2621, -4.8076)
C (-3.2892, 1.1110, -2.6817)
C (-1.7267, -0.7037, 2.1460)
C (-1.4707, -1.5178, -5.2163)
C (5.4476, -1.1825, -5.3186)
C (-1.0152, 3.2842, 1.1809)
C (-3.0208, -0.2307, 4.2578)
C (-0.5844, 4.4954, 1.7286)
C (-0.0649, 0.7491, -4.4944)
C (-0.9235, -3.2585, 3.1403)
C (4.6335, -0.4035, -3.1888)
C (0.2013, -4.5799, 4.8198)
C (-0.8264, 0.9117, 4.6418)
C (2.5179, 2.6700, 2.6743)
C (-2.8996, -0.4908, 2.8642)
C (2.2808, -3.3946, -1.9507)
H (-2.4120, -0.2885, -6.7076)
H (2.9457, 3.5151, 3.2156)
H (3.1910, -3.1364, -2.4804)
H (-2.8193, 4.1328, -4.1309)
H (1.4808, -3.4779, 6.1435)
H (0.4075, -5.5406, 5.2749)
H (0.7743, 3.4809, -0.7814)
H (1.2358, 3.5812, 4.9367)
H (-1.1558, 1.7461, -6.0505)
H (-3.9060, 0.2229, -2.7591)
H (-2.8411, 4.8988, 4.2299)
H (4.8153, 0.0129, -2.2026)
H (-0.8766, 6.0185, 3.2160)
H (6.6998, -0.3826, -3.7684)
H (0.7309, -6.0875, -0.5918)
H (1.0289, -1.3012, 5.1047)
H (3.9464, -1.9304, -6.6614)
H (-2.4998, 1.7401, 1.3649)
H (3.2832, 1.9236, 2.4623)
H (0.2763, 4.9962, 1.2946)
H (-3.9837, -0.4571, 4.7035)
H (-0.5055, -1.9938, -0.6354)
H (-1.5789, -3.1929, 2.2816)
H (-0.9144, -4.3253, -0.0061)
H (-1.0542, 4.2348, -2.4162)
H (6.2688, -1.3649, -6.0031)
H (-2.1437, 0.3310, -1.0466)
H (-3.6427, 2.7429, 3.2852)
H (0.4606, 1.6551, -4.2032)
H (-0.7522, 2.5662, 6.0135)
H (-2.0264, -2.4097, -5.4872)
H (-1.1281, -5.3696, 3.3286)
H (-0.3905, -2.5050, -3.6547)
H (-4.2571, 2.1204, -4.3125)
H (2.0856, -1.5104, -5.1134)
H (2.7885, -5.4764, -1.8284)
H (2.1616, 3.0105, 1.6984)

total charge	-2
ΔE to the lowest compared entry with this formula, charge and spin	0.000	eV
2S+1	3
maximum force	0.17	eV Å⁻¹
E_LUMO (alpha / beta)	0.1433 / 0.1433	hartree
gap between HOMO and LUMO (alpha / beta)	4.63 / 5.81	eV

Here are the Mulliken charges for atoms 1 to 4, given in e: Sb 0.819; Pd 0.236; Br -0.233; Br -0.290

Number 2 is which compound? C46H37Br2N2OPdSSbSi